C32H39MnN9O5S2 | ωB97M-V/def2-TZVPD

XYZ file:
```
88
Properties=species:S:1:pos:R:3:forces:R:3:mulliken_charge:R:1
Mn -0.0528 -0.8391 1.2387 -0.2 0.4 1.4 0.70
N 0.2089 -1.4362 3.6478 0.1 -0.2 -0.1 -0.29
C 0.2472 -0.2978 4.5670 0.1 0.1 -0.1 -0.79
C 0.7936 0.9224 3.8286 -0.1 -0.2 0.0 -0.60
N 0.0732 1.0780 2.5690 -0.1 0.0 -0.1 -0.08
H -0.4125 -2.1664 3.9690 0.0 0.0 0.0 0.20
H 1.1294 -1.8444 3.5283 0.0 -0.1 0.0 0.18
H 0.8609 -0.4951 5.4522 -0.1 0.1 0.1 0.38
H -0.7715 -0.0868 4.8989 0.0 0.0 0.0 0.34
H 1.8496 0.7640 3.5978 0.0 0.0 0.0 0.34
H 0.7003 1.8055 4.4703 0.1 0.0 0.0 0.41
H 0.5388 1.7592 1.9813 -0.1 0.1 -0.1 0.13
H -0.8630 1.4434 2.7334 0.0 0.2 -0.1 -0.07
C 5.7917 5.9762 -2.0880 0.0 0.1 0.1 -0.83
O 6.4815 5.1748 -3.0264 0.0 0.0 0.0 -0.44
C 5.8376 4.0735 -3.4951 0.0 -0.1 -0.1 0.85
C 6.5815 3.2108 -4.2985 0.1 0.2 0.0 -0.55
C 6.0293 2.0444 -4.7777 -0.3 -0.3 0.1 -0.22
C 4.7149 1.6777 -4.4422 0.5 0.7 1.4 -0.12
C 3.9465 2.6055 -3.7095 0.1 -0.5 -0.3 -0.44
C 4.5006 3.7757 -3.2359 0.0 0.2 0.0 -0.37
N 4.2581 0.4459 -4.8716 -1.5 -0.2 -0.9 -0.85
N 3.2319 -0.1431 -4.3879 1.3 -0.9 -1.1 -0.27
C 2.9408 -0.2715 -3.0684 0.2 0.9 1.5 -0.19
C 3.8920 -0.1523 -2.0328 -0.5 0.1 -1.0 -0.53
C 3.5417 -0.2244 -0.6986 -0.3 -0.2 0.3 -0.35
C 2.2108 -0.4241 -0.3098 0.3 0.2 0.5 -0.29
O 1.8282 -0.5000 0.9353 1.9 0.1 -0.7 -0.72
C 1.2335 -0.6143 -1.3416 -0.1 -0.1 -0.4 1.05
N -0.0369 -0.8434 -0.9147 0.1 -0.1 -1.1 -0.05
C -0.9747 -1.0231 -1.8226 0.0 0.0 0.5 -0.40
C -0.7159 -1.0299 -3.1934 0.3 0.0 -0.4 -1.04
C 0.5672 -0.8160 -3.6399 -0.4 0.0 -0.1 -0.63
C 1.5866 -0.5834 -2.7084 0.3 0.2 0.4 0.91
H 6.4973 6.7344 -1.7586 0.0 0.0 0.0 0.24
H 5.4670 5.3855 -1.2269 0.0 0.0 0.0 0.36
H 4.9239 6.4695 -2.5344 0.0 0.0 0.0 0.33
H 7.6063 3.4756 -4.5254 0.0 0.0 0.0 0.41
H 6.6162 1.3670 -5.3842 0.0 0.0 0.0 0.41
H 2.9029 2.4043 -3.5158 0.0 -0.1 0.1 0.45
H 3.8784 4.4473 -2.6607 0.0 0.0 0.0 0.43
H 4.9253 0.0069 -2.3076 0.1 0.1 0.0 0.44
H 4.2927 -0.1194 0.0747 0.0 0.0 0.0 0.48
H -1.9838 -1.1602 -1.4496 0.0 0.0 0.0 0.39
H -1.5233 -1.1916 -3.8936 0.0 0.0 0.0 0.45
H 0.8092 -0.8180 -4.6944 0.0 0.0 0.0 0.51
C -6.0144 -3.3404 2.2343 0.0 -0.1 0.2 -1.15
N -4.7791 -3.1481 1.4922 -0.1 -0.1 -0.2 0.07
N -4.1634 -1.9083 1.5302 0.4 0.0 0.3 0.46
C -2.7923 -2.0870 1.4093 -0.2 -0.1 0.2 0.25
O -1.9653 -1.1558 1.4241 -1.9 -0.4 -0.1 0.06
C -2.5926 -3.4960 1.2938 0.1 -0.1 0.0 -0.99
C -3.8086 -4.0964 1.3940 0.0 0.2 -0.1 0.70
C -4.1548 -5.5426 1.4198 -0.1 0.0 0.1 -1.62
C -4.8954 -0.7485 1.1469 -0.2 0.3 -0.1 0.38
C -4.4628 0.5117 1.5401 0.1 -0.2 0.1 -0.57
C -5.1525 1.6320 1.1073 0.0 0.1 0.0 -0.48
C -6.2779 1.5037 0.3087 0.0 0.0 0.0 -0.56
C -6.7068 0.2433 -0.0776 -0.1 0.0 0.0 -0.71
C -6.0174 -0.8847 0.3325 0.0 -0.1 -0.1 0.17
H -6.4854 -2.3741 2.3865 0.0 0.0 -0.1 0.46
H -5.8272 -3.7956 3.2101 0.0 0.0 0.0 0.35
H -6.6896 -3.9776 1.6653 0.0 0.0 0.0 0.36
H -1.6306 -3.9478 1.1305 0.0 0.0 0.1 0.17
H -3.3414 -6.1233 0.9917 0.0 0.0 0.0 0.40
H -5.0619 -5.7325 0.8469 0.0 0.0 0.0 0.37
H -4.3182 -5.8920 2.4415 0.0 0.0 0.0 0.30
H -3.5805 0.6214 2.1510 0.1 0.1 0.0 0.29
H -4.7809 2.6065 1.3920 0.1 0.0 0.0 0.35
H -6.8159 2.3835 -0.0185 0.0 0.0 0.0 0.41
H -7.5713 0.1331 -0.7197 0.0 0.0 0.0 0.38
H -6.3399 -1.8642 0.0026 0.0 0.0 0.0 0.44
N 1.1086 -5.3070 0.7301 0.0 0.1 -0.1 -0.44
C 1.3537 -3.9620 0.8210 -0.1 -0.1 0.1 0.39
N 2.5356 -3.5426 0.3231 0.0 0.1 0.0 -0.28
O 0.5273 -3.2122 1.3475 0.0 -0.1 -0.1 -0.29
H 1.8503 -5.9523 0.5265 0.0 0.0 0.0 0.16
H 0.3189 -5.6495 1.2450 0.0 0.0 0.0 0.24
H 3.0963 -4.1344 -0.2613 0.0 0.0 0.0 0.19
H 2.6921 -2.5482 0.2818 0.0 0.1 0.0 0.23
C 0.3180 5.1655 1.0318 0.0 0.1 0.1 -0.75
O -0.1872 4.1003 0.2355 0.1 -0.1 0.1 -0.26
C -1.2337 3.3705 0.6905 -0.3 0.1 -0.1 0.05
S -2.0450 3.8214 2.1013 0.1 0.0 0.2 -0.41
S -1.6426 2.0524 -0.2709 0.3 -0.1 -0.1 -0.25
H 1.1733 5.5661 0.4901 0.0 -0.1 -0.1 0.20
H 0.6306 4.8026 2.0129 0.0 0.0 0.0 0.32
H -0.4313 5.9421 1.1817 0.0 0.0 0.0 0.32
```
Forces are in eV/Å.

Kohn-Sham gap (alpha / beta)	5.81 / 5.88	eV
charge	0
HOMO level (alpha / beta)	-6.109 / -6.106	eV
spin multiplicity	6
ΔE to the lowest compared entry with this formula, charge and spin	123.22	kJ/mol
<S²>	9.0372

=====

C32H40BF2NO2Si2V | ωB97M-V/def2-TZVPD

XYZ file:
```
81
Properties=species:S:1:pos:R:3:forces:R:3:mulliken_charge:R:1
V 10.9636 10.0410 9.1323 0.5 0.3 0.2 -0.58
C 13.7716 8.0160 13.2639 0.0 0.4 0.7 -0.45
C 12.7143 7.1828 12.8436 0.6 -0.2 1.0 -0.49
C 12.3756 7.1563 11.5170 0.4 0.8 -0.7 -0.63
C 12.9205 8.0813 10.5844 -0.8 -0.2 1.0 0.70
C 12.3000 8.2884 9.2882 0.3 -0.4 -0.3 -0.46
C 12.8367 9.4419 8.5290 -0.6 0.1 -1.3 0.34
C 13.9899 10.1418 8.9456 1.5 -0.2 0.5 -0.56
C 14.6859 9.6820 10.0342 1.3 2.3 -0.9 -1.33
C 14.0372 8.8813 10.9717 -1.0 -2.2 2.1 0.89
C 14.4255 8.8376 12.3379 0.1 -0.1 -0.5 -0.85
H 14.0585 8.0980 14.3354 -0.3 -0.2 -0.8 0.27
H 12.1214 6.5529 13.5395 0.7 0.4 -0.3 0.30
H 11.6316 6.4534 11.1924 -0.5 0.0 -0.2 0.34
H 12.5486 9.4590 7.4648 0.5 0.2 0.3 0.29
H 14.3898 11.0651 8.4784 -0.4 -0.9 -0.4 0.26
H 15.6888 10.0710 10.3160 -0.9 0.2 -0.2 0.22
H 15.2553 9.5222 12.6193 -0.6 -0.6 0.1 0.26
C 8.5234 9.4136 6.9637 0.0 -0.7 -0.1 -1.14
Si 7.7592 9.8394 8.7164 1.9 0.2 -0.4 0.53
C 7.1927 11.6516 8.7005 0.7 0.2 -0.7 -0.76
C 6.2312 8.7444 8.9418 0.1 -0.4 1.3 -1.23
C 9.1362 9.6144 10.0748 -2.1 -0.8 0.5 0.56
Si 8.7051 10.3114 11.7869 0.3 -1.3 -0.8 0.04
C 9.5242 11.9336 12.2205 -1.5 0.6 0.3 -0.74
C 9.2765 9.0026 13.1022 0.2 -0.3 -1.5 -1.01
C 6.8470 10.4626 12.1281 -1.1 -0.1 -0.1 -1.09
H 7.7880 9.1475 6.1633 0.2 0.3 0.6 0.43
H 9.1096 8.4767 7.1067 -0.2 0.3 0.0 0.28
H 9.2617 10.1380 6.5496 -0.9 -0.3 0.5 0.21
H 8.0836 12.3221 8.7753 -0.5 -0.5 0.1 -0.06
H 6.5528 11.7701 9.5613 -0.3 0.4 0.3 0.26
H 6.6642 11.9793 7.7825 0.1 -0.4 0.4 0.40
H 6.4713 7.7725 9.4520 -0.1 0.8 -0.5 0.28
H 5.7611 8.5302 7.9959 -0.3 -0.1 -0.4 0.41
H 5.5131 9.2717 9.6025 0.2 -0.3 -0.4 0.26
H 9.2180 8.5078 10.2796 -0.2 0.6 -0.2 0.08
H 10.5779 11.9041 12.0270 0.7 0.0 0.3 0.21
H 9.2155 12.1228 13.2735 0.7 0.0 -0.4 0.46
H 9.1192 12.7869 11.6454 0.1 -0.4 0.0 0.04
H 10.3673 8.9802 12.9917 0.0 0.0 0.3 0.09
H 8.9474 7.9603 12.8414 0.0 0.9 0.2 0.24
H 9.0223 9.2382 14.1219 -0.2 0.1 0.5 0.46
H 6.2513 11.2254 11.5499 0.7 -0.7 0.6 0.28
H 6.7014 10.6543 13.2037 0.0 0.2 -0.2 0.37
H 6.3716 9.4581 11.9676 0.4 0.8 -0.1 0.24
C 11.1209 18.4386 13.5248 0.1 0.1 -0.3 -1.36
C 10.4165 17.7145 12.3983 -0.9 0.1 1.1 1.23
C 9.1012 18.1113 12.1454 0.2 0.6 -0.8 -0.55
C 8.2988 17.4980 11.1929 -0.7 0.2 0.6 -1.01
C 8.7714 16.3844 10.5476 1.8 0.3 0.3 -0.01
C 10.1041 15.9425 10.7804 0.0 -0.3 0.1 -0.90
N 10.5074 14.8143 10.0078 0.2 -0.4 1.3 0.61
C 10.7032 14.8041 8.6276 0.5 2.9 -1.5 0.60
C 10.7264 16.0817 7.9706 0.3 -1.7 1.6 -0.59
C 10.8738 16.1471 6.5972 -0.2 1.2 -1.1 -0.67
C 11.0467 15.0015 5.8284 0.5 -0.8 0.3 -0.66
C 11.1771 13.7773 6.4603 -0.5 0.4 -1.7 -0.94
C 10.9607 13.6285 7.8391 -0.2 -2.3 1.9 0.16
C 10.9897 12.2340 8.3642 -0.1 3.9 -1.8 1.26
O 10.6533 11.2531 7.5616 0.6 0.0 1.0 -0.73
O 11.4194 11.9620 9.5506 -0.4 -0.5 0.6 -0.71
C 10.9269 16.5726 11.8142 -0.5 -2.2 -1.2 0.94
C 12.1834 15.8703 12.4086 -0.5 0.5 -1.8 -1.69
H 10.4114 19.1341 13.9908 0.2 -0.4 0.3 0.36
H 11.9250 19.0768 13.1580 0.3 -0.1 -0.1 0.28
H 11.5674 17.7254 14.2318 -0.3 0.4 0.1 0.30
H 8.7240 18.9885 12.6446 -0.1 0.2 0.2 0.25
H 7.2560 17.8416 11.0400 0.8 -0.2 0.1 0.29
H 8.1747 15.8623 9.8430 -0.3 -0.5 -0.6 0.57
H 11.0181 14.0761 10.4678 0.0 -0.1 0.2 -0.07
H 10.7362 16.9891 8.5920 -0.3 -0.4 -0.4 0.30
H 10.8888 17.1047 6.0741 -0.1 0.0 0.3 0.31
H 11.1827 15.0810 4.7547 0.0 0.0 0.0 0.36
H 11.3808 12.8950 5.8459 -0.1 0.2 0.4 0.28
H 12.3375 14.8325 12.0646 -0.5 0.4 0.2 0.17
H 12.1307 15.9210 13.4791 0.1 -0.2 0.5 0.42
H 13.0750 16.3938 12.0732 0.3 0.2 0.1 0.32
F 10.5674 6.4127 8.9641 -0.3 -0.6 0.3 -0.34
B 11.5236 7.2381 8.5236 0.8 1.2 0.5 0.86
F 11.8069 7.1335 7.2196 -0.5 -0.5 -1.1 -0.29
```
Forces are in eV/Å.

Kohn-Sham gap (alpha / beta)	2.74 / 4.27	eV
charge	-2
HOMO level (alpha / beta)	1.474 / -0.063	eV
spin multiplicity	4
<S²>	3.8611

=====

C32H40Cl29FO2 | ωB97M-V/def2-TZVPD

XYZ file:
```
104
Properties=species:S:1:pos:R:3:forces:R:3:mulliken_charge:R:1
C -1.4660 -0.5572 -1.2626 -0.4 0.8 0.4 -1.61
C -0.1893 0.4488 -1.2500 2.3 1.8 1.3 0.44
C 1.1235 0.0103 -0.4443 0.6 3.6 -2.2 -0.15
C 2.3738 0.9487 -0.4479 -3.0 0.0 -3.3 -0.98
C 2.3667 2.3187 -1.2241 -3.3 -2.4 -0.6 0.20
C 1.0638 2.7198 -2.0013 1.1 -3.1 2.1 -0.82
C -0.1871 1.8015 -2.0175 2.5 0.3 1.2 0.96
C -1.4433 2.3229 -2.8992 -0.1 -1.7 1.5 -0.68
C -2.7049 2.4507 -1.9212 -0.2 0.9 2.2 0.28
C -2.6037 2.9743 -0.5895 -1.4 -1.4 -2.2 -0.35
C -3.9277 3.0183 0.3355 -0.2 1.2 0.5 0.03
O -4.1807 3.9466 1.1354 1.0 -3.4 -2.7 -0.55
C -4.9354 1.7718 0.1059 -1.6 -2.2 -0.2 0.31
C -5.7390 1.1126 1.2696 0.0 -1.0 -4.0 0.11
Cl -5.5810 1.7295 2.9990 -0.4 -1.1 -2.6 -0.18
C -6.6522 -0.1124 0.8936 1.9 1.5 -2.1 -0.42
C -6.7634 -0.6668 -0.5602 2.1 2.5 0.1 -0.43
C -5.9531 0.0026 -1.7215 0.4 1.6 3.2 0.05
F -5.9949 -0.4523 -3.0591 -0.1 0.9 3.4 -0.30
C -5.0523 1.2074 -1.3606 -0.9 -0.9 1.4 0.95
C -4.1389 1.9436 -2.4738 -0.6 0.5 -1.2 -0.04
O -4.5282 2.1392 -3.6575 1.6 -0.9 4.4 -0.62
H -2.3062 -0.2603 -0.5391 1.4 -0.3 -0.7 0.25
H -1.8772 -0.5879 -2.3294 -0.3 0.3 2.4 0.57
H -1.0864 -1.6102 -1.0151 -0.9 1.8 -0.7 0.79
H 1.1816 -1.0109 0.1392 0.7 2.9 -2.1 0.44
H 3.3344 0.6491 0.0888 -1.9 0.0 -1.6 0.19
H 3.2996 3.0051 -1.2291 -2.0 -1.5 0.1 -0.16
H 1.1137 3.7046 -2.5790 -0.4 -1.6 0.9 0.12
H -1.6820 1.4448 -3.6153 0.3 1.8 0.8 0.20
H -1.2282 3.2997 -3.4449 -0.2 -1.5 0.7 0.46
H -1.6077 3.3350 -0.1582 -1.7 -0.5 -0.7 0.37
H -7.2048 -0.6023 1.7578 0.7 0.6 -1.5 0.34
H -7.4064 -1.5826 -0.8370 1.1 1.7 0.8 0.44
C 4.7411 6.0217 -0.3501 0.2 0.1 -0.3 -0.02
Cl 4.2412 5.3685 1.2093 0.0 0.2 0.2 -0.14
Cl 4.7509 4.7632 -1.6013 0.6 0.6 0.8 -0.18
H 4.0457 6.8070 -0.6437 0.0 -0.2 0.0 0.30
H 5.7461 6.4347 -0.2524 -0.5 -0.4 -0.2 0.02
C -0.7693 -3.1588 2.0053 -0.1 -0.1 0.4 -0.06
Cl -2.0359 -4.0592 1.1587 0.3 0.1 0.2 -0.09
Cl -0.2210 -1.7729 1.0494 -0.8 -1.5 2.2 -0.04
H -1.1638 -2.7994 2.9553 0.0 0.0 -0.2 0.40
H 0.0764 -3.8225 2.1846 -0.3 0.3 -0.2 -0.30
C 3.4510 2.4204 3.0619 -0.3 0.7 0.2 -0.39
Cl 2.7408 2.2646 1.4473 0.3 1.4 2.6 0.05
Cl 4.1875 0.8955 3.5771 0.2 -0.1 0.1 -0.25
H 4.2168 3.1953 3.0420 0.0 -0.2 0.0 0.24
H 2.6685 2.6936 3.7692 0.1 -0.2 0.0 0.32
C 4.3581 5.0862 -5.4460 -0.1 -0.1 -0.3 -0.40
Cl 3.3000 4.6260 -4.1066 -0.4 -0.1 -0.9 -0.03
Cl 5.7333 6.0415 -4.8779 0.1 0.0 -0.1 -0.15
H 4.7300 4.1836 -5.9286 0.0 0.1 0.2 0.28
H 3.7875 5.6782 -6.1600 0.1 0.0 0.2 0.30
C 0.0669 -2.0944 -4.5640 0.3 -0.1 -0.1 -0.39
Cl -0.9338 -1.7892 -5.9913 0.0 -0.1 -0.1 -0.20
Cl -0.1639 -0.8375 -3.3385 2.3 -1.5 -3.3 0.08
H -0.2096 -3.0585 -4.1378 -0.1 0.2 0.0 0.24
H 1.1139 -2.1102 -4.8632 -0.3 0.1 0.0 0.19
C 2.9940 -4.2207 -2.5878 0.1 -0.2 0.0 -0.47
Cl 1.6794 -3.9431 -1.4391 0.0 -0.1 0.0 -0.03
Cl 3.3623 -2.7548 -3.5042 0.2 0.0 0.0 -0.14
H 3.8835 -4.5276 -2.0396 -0.1 0.2 0.0 0.32
H 2.6980 -5.0069 -3.2810 0.0 0.2 0.1 0.33
C 1.8717 -0.6902 5.9488 0.0 0.3 0.2 -0.43
Cl 1.1644 -0.8334 4.3364 -0.1 0.1 0.0 -0.02
Cl 2.6043 -2.2153 6.4616 0.0 0.1 0.0 -0.11
H 2.6388 0.0830 5.9310 -0.1 -0.2 -0.1 0.25
H 1.0893 -0.4178 6.6558 0.1 -0.2 -0.1 0.32
C -4.9698 -4.3228 -1.3722 -0.2 0.1 -0.2 -0.39
Cl -4.1406 -5.5441 -0.3989 -0.3 -0.3 -0.2 -0.19
Cl -3.9252 -2.9308 -1.6731 -0.1 0.0 -0.1 0.03
H -5.2546 -4.7645 -2.3260 0.1 0.0 0.2 0.38
H -5.8593 -3.9902 -0.8391 0.2 -0.1 0.0 0.17
C 1.2761 -6.8253 3.3414 0.0 -0.3 -0.2 -0.28
Cl 1.6716 -5.1021 3.3109 0.3 -0.1 0.1 -0.13
Cl 0.4265 -7.2598 4.8286 -0.1 -0.1 -0.2 -0.15
H 0.6387 -7.0569 2.4891 0.0 0.1 0.2 0.26
H 2.1987 -7.4007 3.2797 -0.1 0.2 0.1 0.29
C 8.4557 8.5474 0.7957 0.2 0.1 0.1 -0.30
Cl 7.1339 7.4463 1.2038 0.4 0.2 0.5 -0.11
Cl 8.2718 9.1873 -0.8414 0.1 0.0 0.0 -0.15
H 8.4559 9.3763 1.5019 -0.1 -0.1 -0.2 0.28
H 9.3988 8.0069 0.8606 -0.2 0.0 -0.1 0.28
C -7.2479 -8.0199 -0.1684 0.2 -0.2 0.2 -0.18
Cl -7.8512 -6.3780 -0.4234 0.0 0.1 0.1 -0.14
Cl -7.3670 -8.9813 -1.6464 0.0 0.0 0.1 -0.15
H -6.2038 -7.9688 0.1375 -0.1 0.1 -0.2 0.17
H -7.8389 -8.4963 0.6124 0.0 0.1 -0.2 0.30
C 6.5339 -0.1256 0.5412 0.1 -0.1 0.3 -0.02
Cl 5.2590 -0.9345 -0.3785 0.1 -0.2 0.0 -0.08
Cl 7.2210 1.2243 -0.3702 0.0 0.0 0.1 -0.16
H 6.1123 0.2536 1.4712 0.0 0.0 -0.2 -0.06
H 7.3229 -0.8438 0.7593 -0.1 0.1 -0.2 0.33
C -7.1402 4.4966 -2.7296 0.1 -0.2 -0.2 0.47
Cl -6.6149 6.1846 -2.7281 0.0 0.0 -0.1 -0.17
Cl -8.1018 4.1245 -1.2932 0.0 -0.1 0.0 -0.16
H -7.7449 4.3151 -3.6167 0.0 0.1 0.2 0.31
H -6.2619 3.8529 -2.7442 -0.1 0.1 0.1 -0.45
C 2.8547 -5.3523 8.6112 0.0 0.3 0.1 -0.33
Cl 2.1470 -5.4992 6.9984 0.0 0.0 0.2 -0.07
Cl 3.5904 -6.8742 9.1288 0.0 0.0 0.1 -0.17
H 3.6203 -4.5779 8.5922 -0.1 -0.2 -0.1 0.25
H 2.0717 -5.0798 9.3173 0.1 -0.1 -0.1 0.31
```
Forces are in eV/Å.

Kohn-Sham gap	6.69	eV
charge	0
HOMO level	-7.882	eV
ΔE to the lowest compared entry with this formula, charge and spin	732.43	kJ/mol